# 1
ORCA calculation (ωB97M-V/def2-TZVPD) on C9H24As6F36N3O3 as an isolated structure at a distorted geometry.

The lowest unoccupied orbital energy comes out at 2.760 eV. As for the energy: -483218.390 eV. For the energy above the lowest of the compared OMol25 structures with the same formula, charge and spin, the calculation gives 2.710 eV.

Structure (ORCA input):
```
! wB97M-V def2-TZVPD RIJCOSX def2/J DEFGRID3
* xyz -3 1
C 3.50 2.95 -1.28
C 3.37 1.68 -0.49
O 2.39 1.31 0.05
N 4.61 0.86 -0.34
H 5.38 1.53 -0.26
H 4.60 0.36 0.54
C 4.94 -0.07 -1.51
H 4.35 3.53 -0.91
H 2.64 3.60 -1.15
H 3.55 2.74 -2.35
H 5.15 0.51 -2.41
H 4.16 -0.81 -1.69
H 5.83 -0.60 -1.19
C -2.52 -0.61 0.24
C -1.39 -1.46 -0.32
O -1.18 -2.58 -0.01
N -0.43 -0.71 -1.25
H -0.83 -0.61 -2.19
H -0.29 0.24 -0.84
C 0.91 -1.41 -1.27
H -3.17 -1.23 0.86
H -3.11 -0.17 -0.57
H -2.17 0.20 0.89
H 1.59 -0.63 -1.61
H 0.87 -2.14 -2.07
H 1.17 -1.74 -0.27
C 0.60 1.59 3.01
C 0.41 2.42 4.22
O -0.22 3.42 4.23
N 1.37 2.08 5.39
H 1.64 1.11 5.19
H 2.23 2.62 5.38
C 0.70 2.30 6.75
H 1.00 0.63 3.33
H 1.28 2.09 2.32
H -0.39 1.49 2.57
H -0.34 2.03 6.67
H 0.92 3.31 7.08
H 1.23 1.59 7.39
As 3.77 -3.94 -3.00
F 4.71 -3.28 -1.66
F 5.15 -3.82 -4.08
F 2.93 -4.76 -4.32
F 2.34 -4.11 -1.99
F 3.14 -2.42 -3.56
F 4.33 -5.54 -2.47
As -3.09 -3.11 -3.40
F -2.73 -1.44 -2.99
F -3.85 -3.29 -1.82
F -3.54 -4.75 -3.78
F -2.30 -2.85 -4.95
F -1.56 -3.71 -2.81
F -4.59 -2.57 -4.16
As -1.28 -1.30 4.26
F -2.20 0.07 3.66
F -0.07 -0.17 5.01
F -0.48 -2.77 4.79
F -2.58 -2.29 3.62
F -0.40 -1.35 2.76
F -2.09 -1.30 5.80
As -7.31 -1.13 1.09
F -8.19 -2.58 1.52
F -8.81 -0.38 0.59
F -6.47 0.37 0.68
F -5.75 -1.87 1.51
F -7.09 -1.72 -0.55
F -7.45 -0.50 2.73
As -1.19 3.46 -0.48
F 0.26 4.31 -0.99
F -0.34 1.91 -0.58
F -2.68 2.71 0.10
F -1.89 5.05 -0.27
F -1.81 3.23 -2.08
F -0.60 3.49 1.22
As 1.30 1.54 -4.50
F 0.64 0.07 -5.19
F 0.17 2.50 -5.43
F 2.01 3.03 -3.83
F 2.57 0.69 -3.61
F 2.49 1.67 -5.81
F 0.20 1.40 -3.15
*
```



# 2
ORCA calculation (ωB97M-V/def2-TZVPD) on C4H3O2S as an isolated structure at a distorted geometry.

The lowest unoccupied orbital energy comes out at 3.634 eV. As for the energy: -19124.727 eV. For the energy above the lowest of the compared OMol25 structures with the same formula, charge and spin, the calculation gives 2.445 eV.

Structure (ORCA input):
```
! wB97M-V def2-TZVPD RIJCOSX def2/J DEFGRID3
* xyz -1 1
C -0.41 0.07 -0.17
C 0.48 1.03 0.20
C 0.24 -1.10 -0.34
C 1.37 -0.37 0.42
O 0.73 2.15 0.39
O 0.12 -2.20 -0.79
S -3.04 0.12 -0.16
H 2.20 -0.43 -0.27
H 1.60 -0.54 1.45
H -3.30 1.28 -0.73
*
```



# 3
ORCA calculation (ωB97M-V/def2-TZVPD) on a single C6H17N3O6P2S molecule at a distorted geometry.

The lowest unoccupied orbital energy comes out at 0.075 eV. As for the energy: -52664.214 eV. For the energy above the lowest of the compared OMol25 structures with the same formula, charge and spin, the calculation gives 0.172 eV.

Structure (ORCA input):
```
! wB97M-V def2-TZVPD RIJCOSX def2/J DEFGRID3
* xyz 0 1
C -3.40 0.83 -3.66
C -2.07 1.54 -3.47
O -1.70 2.25 -4.64
C -0.91 0.64 -3.02
N -1.33 -0.58 -2.34
C -0.24 -1.38 -1.84
C 0.66 -0.70 -0.80
O 0.84 -1.66 0.24
O 1.98 -1.15 1.01
C 1.90 -1.77 2.22
O 1.93 -2.95 2.38
N 1.77 -0.86 3.32
P 0.18 -0.89 4.06
N 0.10 -1.40 5.51
P 2.43 0.69 3.15
O 2.39 1.13 4.69
O 3.95 0.33 2.85
S 1.61 2.00 2.00
H -4.15 1.57 -3.92
H -3.35 0.11 -4.49
H -3.74 0.33 -2.76
H -2.21 2.31 -2.71
H -1.73 1.63 -5.38
H -0.36 0.35 -3.92
H -0.23 1.25 -2.42
H -2.02 -0.40 -1.63
H -0.66 -2.28 -1.37
H 0.37 -1.74 -2.67
H 0.22 0.21 -0.40
H 1.64 -0.44 -1.21
H -0.28 0.41 3.82
H -0.46 -1.71 3.13
H -0.20 -0.67 6.14
H 2.27 2.10 4.69
H 4.53 0.84 3.43
*
```



What is the energy in the third record? -52664.214 eV



The highest lowest unoccupied orbital energy belongs to which entry? C4H3O2S



The lowest energy belongs to which entry? C9H24As6F36N3O3



The highest energy belongs to which entry? C4H3O2S